{
  "formula": "C21H36N6O5PRe",
  "method": "ωB97M-V/def2-TZVPD",
  "elements": ["Re", "C", "C", "N", "C", "C", "N", "C", "C", "N", "H", "H", "H", "H", "H", "H", "H", "H", "H", "H", "H", "H", "H", "H", "H", "O", "N", "N", "O", "C", "C", "C", "C", "C", "C", "H", "H", "H", "H", "H", "C", "C", "C", "C", "N", "C", "C", "H", "H", "H", "H", "H", "H", "H", "C", "O", "P", "O", "C", "O", "C", "H", "H", "H", "H", "H", "H", "H", "H", "H"],
  "coordinates": [[0.16, 0.68, 0.38], [0.99, 2.33, 2.89], [2.07, 1.31, 2.61], [2.18, 1.11, 1.13], [2.82, 2.29, 0.45], [2.02, 2.78, -0.76], [0.57, 2.68, -0.49], [0.07, 3.79, 0.38], [-0.84, 3.25, 1.46], [-0.21, 2.03, 2.04], [1.33, 3.34, 2.67], [0.73, 2.30, 3.95], [1.81, 0.35, 3.06], [3.02, 1.64, 3.04], [2.79, 0.31, 1.00], [3.82, 2.03, 0.10], [2.93, 3.09, 1.18], [2.25, 2.18, -1.62], [2.31, 3.81, -0.99], [0.07, 2.74, -1.38], [-0.48, 4.53, -0.21], [0.93, 4.31, 0.81], [-1.79, 2.95, 1.03], [-1.03, 4.01, 2.22], [-0.91, 1.60, 2.64], [-0.07, -0.85, -1.09], [-1.27, -1.12, -1.49], [-2.14, -0.36, -1.04], [-1.77, 0.64, -0.23], [-3.55, -0.55, -1.31], [-3.94, -1.53, -2.21], [-5.29, -1.75, -2.40], [-6.23, -1.01, -1.69], [-5.82, -0.01, -0.82], [-4.47, 0.23, -0.63], [-3.21, -2.11, -2.76], [-5.62, -2.51, -3.09], [-7.28, -1.21, -1.82], [-6.55, 0.58, -0.29], [-4.13, 1.01, 0.04], [-1.08, -4.43, 4.10], [-0.78, -3.26, 3.22], [0.44, -3.12, 2.56], [0.68, -2.02, 1.77], [-0.22, -1.03, 1.61], [-1.41, -1.17, 2.23], [-1.72, -2.25, 3.02], [-0.19, -5.01, 4.32], [-1.80, -5.09, 3.61], [-1.55, -4.11, 5.03], [1.21, -3.88, 2.66], [1.61, -1.92, 1.23], [-2.14, -0.38, 2.07], [-2.69, -2.30, 3.49], [4.91, -0.07, -2.37], [3.60, 0.47, -2.03], [2.21, -0.26, -1.87], [1.29, 0.53, -2.91], [1.72, 0.67, -4.30], [2.52, -1.67, -2.47], [1.64, -2.82, -2.58], [5.30, 0.54, -3.17], [4.84, -1.11, -2.69], [5.56, 0.01, -1.50], [0.82, 0.67, -4.90], [2.36, -0.16, -4.60], [2.25, 1.61, -4.43], [2.27, -3.64, -2.91], [0.87, -2.63, -3.32], [1.20, -3.06, -1.62]],
  "e_lumo_ha": [-0.42150, -0.37653],
  "total_charge": 3,
  "spin_multiplicity": 2,
  "orbital_gap_ev": [5.19, 6.44],
  "mol_weight_da": 669.74,
  "relative_energy_kj_mol": 164.5,
  "largest_force_ev_per_a": 2.47
}